No. 1
# C26H23MnN3OS2Si

A molecular structure, C26H23MnN3OS2Si (the ωB97M-V functional and the def2-TZVPD basis, the OMol25 dataset).

Summary:
⟨S²⟩ ... 6.069
F_max ... 0.0032 Eh/bohr
Kohn-Sham gap (alpha / beta) ... 7.0 / 6.8 eV
Charge ... +1
LUMO (alpha / beta) ... -4.395 / -4.619 eV
Multiplicity ... 5
HOMO level (alpha / beta) ... -11.433 / -11.436 eV

Each line ends with the Mulliken charge.
Atoms and positions in Å:
1 Mn 0.34676 -1.38032 0.92377  0.12
2 C 4.40655 -5.22546 0.25598  -0.82
3 S 4.46628 -3.57952 0.98432  0.05
4 C 2.82929 -3.07272 0.83875  0.56
5 S 2.52336 -1.46571 1.48593  -0.29
6 N 1.94171 -3.84567 0.28045  -1.01
7 N 0.71048 -3.24979 0.25570  0.66
8 C -0.27823 -3.89157 -0.24716  -0.28
9 C -1.57359 -3.20896 -0.23614  0.76
10 C -2.73085 -3.74579 -0.75746  -0.92
11 C -3.90335 -3.00008 -0.67246  -0.35
12 C -3.87560 -1.75541 -0.07299  -0.79
13 C -2.67068 -1.27761 0.42536  -0.04
14 N -1.55118 -1.98823 0.34678  0.06
15 H 5.42332 -5.60720 0.32026  0.35
16 H 4.09571 -5.17017 -0.78324  0.28
17 H 3.73355 -5.86581 0.81879  0.28
18 H -0.14193 -4.88882 -0.65110  0.43
19 H -2.71747 -4.72459 -1.21620  0.48
20 H -4.82778 -3.39689 -1.06961  0.46
21 H -4.76666 -1.15083 0.01399  0.47
22 H -2.58821 -0.30818 0.90014  0.53
23 O -0.04153 0.22709 1.58544  -0.99
24 Si 0.04580 1.53530 0.55109  0.56
25 C -1.37815 2.65996 0.92501  0.09
26 C -2.34972 2.32729 1.87139  -0.05
27 C -3.43621 3.16033 2.10060  -0.75
28 C -3.56617 4.33941 1.38044  -0.43
29 C -2.60474 4.69100 0.44255  -0.76
30 C -1.51806 3.85868 0.22047  -0.26
31 C 1.70936 2.34176 0.65052  0.43
32 C 2.30476 2.51683 1.90415  -0.34
33 C 3.54183 3.12987 2.02350  -0.75
34 C 4.20217 3.58204 0.88828  -0.42
35 C 3.62613 3.41856 -0.36294  -0.72
36 C 2.38928 2.79946 -0.47943  0.17
37 C -0.16590 0.67179 -1.11339  0.62
38 C -1.38404 0.65703 -1.79594  -0.61
39 C -1.60140 -0.21285 -2.85567  -0.66
40 C -0.60563 -1.10016 -3.25011  -0.62
41 C 0.62294 -1.08715 -2.60594  -0.84
42 C 0.84365 -0.20091 -1.55345  -0.17
43 H -2.23747 1.42471 2.46298  0.41
44 H -4.17461 2.89776 2.84724  0.42
45 H -4.41132 4.99139 1.55851  0.39
46 H -2.69845 5.61735 -0.10881  0.42
47 H -0.76508 4.15249 -0.50394  0.38
48 H 1.79801 2.16841 2.79790  0.38
49 H 3.99091 3.25811 2.99964  0.41
50 H 5.16739 4.06267 0.98006  0.40
51 H 4.14020 3.77136 -1.24746  0.42
52 H 1.95332 2.67256 -1.46519  0.38
53 H -2.17297 1.33793 -1.49292  0.46
54 H -2.54815 -0.19790 -3.38138  0.48
55 H -0.77862 -1.77570 -4.07808  0.45
56 H 1.41858 -1.74440 -2.93503  0.49
57 H 1.83239 -0.15275 -1.10393  0.63


No. 2
# C13H15F5N3O3PSSe3Te2Ti

A molecular structure, C13H15F5N3O3PSSe3Te2Ti (the ωB97M-V functional and the def2-TZVPD basis, the OMol25 dataset).

Summary:
F_max ... 0.0520 Eh/bohr
Kohn-Sham gap ... 4.7 eV
Charge ... -2
LUMO ... 3.959 eV
HOMO level ... -0.765 eV

Each line ends with the Mulliken charge.
Atoms and positions in Å:
1 Ti -2.95759 0.88788 -0.34212  0.61
2 Se -2.34293 3.13492 0.24143  -0.64
3 Te -7.27973 2.51338 3.09945  -0.75
4 Te -5.01438 2.27264 1.46313  0.02
5 Se -5.24653 1.17877 -0.90718  -0.62
6 C -0.76223 -0.90891 -3.61838  -0.87
7 S -2.20780 -0.39616 -2.71437  1.01
8 O -3.33638 -0.85120 -3.46931  -0.61
9 O -2.10260 1.05848 -2.47551  -0.60
10 O -2.05818 -0.96764 -1.36012  -0.46
11 H -0.96515 -0.78276 -4.67869  0.38
12 H -0.59209 -1.95767 -3.38581  0.32
13 H 0.09208 -0.30820 -3.31695  0.15
14 C 2.94529 0.93883 -1.28990  -1.01
15 N 2.68753 -0.01707 -0.21878  0.07
16 C 3.00330 0.63413 1.05238  -0.94
17 N 2.30341 1.89275 1.27911  0.10
18 C 2.57309 2.77924 0.15345  -0.92
19 N 2.24888 2.21158 -1.15410  0.08
20 C 0.79983 2.03629 -1.29416  -1.13
21 P 0.03893 0.92099 -0.02323  2.12
22 C 1.28486 -0.45325 -0.23512  -0.75
23 C 0.86214 1.67634 1.45197  -0.96
24 H 2.66019 0.48337 -2.24318  0.44
25 H 4.02221 1.13982 -1.30810  0.31
26 H 4.07912 0.84149 1.06018  0.29
27 H 2.77244 -0.05397 1.86947  0.38
28 H 3.64152 3.02149 0.16193  0.31
29 H 1.99995 3.69913 0.28643  0.42
30 H 0.57909 1.64182 -2.29029  0.29
31 H 0.29463 3.00252 -1.22139  0.49
32 H 1.08362 -0.98338 -1.17215  0.30
33 H 1.14085 -1.18110 0.56788  0.01
34 H 0.70300 1.02116 2.31099  0.33
35 H 0.35946 2.62084 1.67299  0.36
36 F 1.32178 -4.73191 1.73002  -0.36
37 C 0.39735 -3.75791 1.77109  0.68
38 C 0.53013 -2.70142 2.65546  0.32
39 F 1.59540 -2.64639 3.47451  -0.39
40 C -0.43936 -1.71233 2.68132  0.48
41 F -0.25410 -0.72626 3.57520  -0.45
42 C -1.54099 -1.71403 1.84106  -0.63
43 Se -2.89431 -0.26906 1.96968  -0.26
44 C -1.67560 -2.81690 1.01109  0.58
45 F -2.76640 -2.99306 0.26716  -0.43
46 C -0.71677 -3.81479 0.94992  0.26
47 F -0.86697 -4.86251 0.12153  -0.35


No. 3
# C22H42Cl3LaN2O4SSi

A molecular structure, C22H42Cl3LaN2O4SSi (the ωB97M-V functional and the def2-TZVPD basis, the OMol25 dataset).

Summary:
F_max ... 0.0370 Eh/bohr
Kohn-Sham gap ... 8.9 eV
LUMO ... 0.277 eV
HOMO level ... -8.635 eV

Each line ends with the Mulliken charge.
Atoms and positions in Å:
1 C 2.47201 -2.08410 -7.45446  -1.33
2 C 1.77950 -1.42648 -8.60702  0.26
3 H 2.50022 -3.16976 -7.58586  0.38
4 H 1.96483 -1.85907 -6.50858  0.20
5 H 3.51038 -1.73038 -7.37200  0.27
6 C 1.59692 -1.99670 -9.80195  0.12
7 C 2.15920 -3.32485 -10.19561  -1.38
8 H 1.02000 -1.48765 -10.57871  0.28
9 H 2.06410 -4.08172 -9.39889  0.35
10 H 3.22774 -3.26449 -10.47053  0.26
11 H 1.62436 -3.69722 -11.08039  0.36
12 La 0.14639 -0.02610 -0.42210  2.04
13 Cl 1.90897 1.74988 0.50300  -0.71
14 Cl 1.51502 -1.17113 -2.47299  -0.69
15 C -0.22367 2.66286 -2.13968  0.34
16 O -0.94506 1.70198 -1.73072  -0.69
17 N -0.69164 3.64366 -2.88699  0.25
18 C -2.11552 3.67684 -3.21684  -0.87
19 C 0.19023 4.65214 -3.46800  -0.82
20 H 0.84494 2.68889 -1.86380  0.21
21 H -2.65063 3.11414 -2.44855  0.25
22 H -2.29433 3.22073 -4.20006  0.15
23 H -2.44131 4.71984 -3.24240  0.42
24 H 1.17718 4.55416 -3.00111  0.29
25 H -0.21052 5.65623 -3.28494  0.33
26 H 0.29733 4.52317 -4.55608  0.27
27 H 0.16708 -4.96582 -1.48158  0.30
28 H -0.57277 -2.90010 -3.17487  0.30
29 C -0.83720 -4.88788 -1.03760  -0.89
30 C -1.53974 -3.29887 -2.82832  -0.93
31 N -1.47203 -3.63103 -1.40969  0.24
32 H -0.76252 -4.92612 0.05464  0.31
33 C -1.72734 -2.69558 -0.49933  0.02
34 O -1.88717 -1.47028 -0.77102  -0.80
35 H -2.32121 -2.54623 -2.98307  0.29
36 H -1.74753 -3.04898 0.53996  0.46
37 H -1.43700 -5.73250 -1.39658  0.33
38 H -1.77732 -4.21339 -3.37737  0.34
39 O 0.02656 -0.26401 -7.52915  -0.23
40 C 1.20915 -0.05027 -8.30106  0.10
41 C -0.19742 0.78004 -10.28724  0.07
42 C 0.97510 0.82281 -9.52771  0.23
43 H -1.02203 0.12916 -9.97682  0.47
44 C -0.29224 1.55374 -11.45387  -0.79
45 H 1.95953 0.44688 -7.66630  0.41
46 C 2.04084 1.63577 -9.93386  -0.45
47 H -1.21529 1.52855 -12.04027  0.39
48 C 0.78857 2.33725 -11.87434  -0.40
49 C 1.96088 2.37444 -11.11151  -0.65
50 H 2.94381 1.63567 -9.31905  0.37
51 H 0.71985 2.91756 -12.79719  0.37
52 H 2.81520 2.97290 -11.43333  0.38
53 Si -0.91570 0.57726 -6.42485  -0.13
54 Cl 0.66684 -2.17698 1.21308  -0.67
55 C -2.68786 0.19335 -6.87171  -1.01
56 C -0.57454 2.39930 -6.66534  -0.91
57 C -0.44704 -0.09562 -4.76173  -0.56
58 H -2.86359 0.36749 -7.94320  0.27
59 H -3.38670 0.82741 -6.30560  0.32
60 H -2.93271 -0.85712 -6.65724  0.32
61 H -0.55414 -1.19096 -4.74329  -0.06
62 H -1.03350 0.31564 -3.92558  0.25
63 H 0.61028 0.10990 -4.54430  0.32
64 H -0.66777 2.66171 -7.72937  0.36
65 H 0.44130 2.66422 -6.34557  0.28
66 H -1.28252 3.02875 -6.10872  0.40
67 C -2.50896 1.95559 3.63556  -1.03
68 S -1.23331 0.85731 2.99642  0.57
69 C -1.87302 -0.74532 3.52434  -0.77
70 O -1.38901 0.89632 1.48380  -0.64
71 H -2.33376 2.12788 4.70412  0.39
72 H -3.48893 1.49480 3.46808  0.31
73 H -2.42622 2.90105 3.09271  0.34
74 H -2.66704 -0.60012 4.26445  0.41
75 H -2.22706 -1.30890 2.65491  0.12
76 H -1.01386 -1.24816 3.98271  0.33


Question: The lowest F_max belongs to which entry?
Answer: C26H23MnN3OS2Si


Question: Number 3 is which compound?
Answer: C22H42Cl3LaN2O4SSi